*one*
12
Properties=species:S:1:pos:R:3 method="wB97M-V/def2-TZVPD" smiles="C=C(CCl)C(=S)S" gap_ev=8.1 total_charge=0
C 0.3213 1.3089 -0.2963
C 0.0069 0.0393 -0.0862
C 0.9144 -1.0384 -0.6803
Cl 0.7617 -1.0791 -2.4433
C -1.1458 -0.4478 0.7724
S -1.7555 -1.9176 0.6093
S -1.8010 0.6712 1.9270
H 0.9769 1.5159 -1.1643
H -0.2981 2.1063 0.0616
H 1.9766 -0.6757 -0.4974
H 0.7524 -1.9857 -0.1106
H -0.7098 1.5028 1.9082

*two*
12
Properties=species:S:1:pos:R:3 method="wB97M-V/def2-TZVPD" smiles="S[C@@]1(Cl)CC=CS1" gap_ev=9.1 total_charge=0
S 1.7420 1.3719 -1.0311
C 1.2593 0.0230 0.1946
Cl 2.3997 -0.1062 1.4652
C -0.2994 0.4699 0.8586
C -1.2374 -0.3311 0.0605
C -0.8086 -1.2566 -0.7311
S 0.9207 -1.5543 -0.6842
H 0.4832 1.7000 -1.2868
H -0.5077 1.5570 0.6880
H -0.1324 0.0804 1.9342
H -2.3488 -0.1299 -0.0802
H -1.4705 -1.8241 -1.3877

Decreasing stability: *one*, *two*

*one*
22
Properties=species:S:1:pos:R:3 method="wB97M-V/def2-TZVPD" smiles="CCOC(=O)C(F)(F)F.ClCCCl" gap_ev=11.7 total_charge=0
C 2.0511 -1.1696 0.3886
C 0.7516 -0.8457 -0.3407
O 0.3967 -1.9228 -1.2087
C -0.3120 -1.5960 -2.2878
O -0.6399 -0.5011 -2.5899
C -0.6452 -2.8766 -3.0430
F -1.5468 -3.5977 -2.3493
F -1.1687 -2.6292 -4.2131
F 0.4254 -3.6538 -3.1593
H 2.3542 -0.3547 1.0477
H 2.8303 -1.2414 -0.3688
H 1.9234 -2.0156 1.0607
H 0.8615 0.0987 -0.8707
H -0.0843 -0.7396 0.3523
Cl -2.6022 2.8151 0.9401
C -1.5901 2.6614 2.4041
C -0.1742 3.1367 2.2357
Cl 0.7800 2.0957 1.1358
H -1.6077 1.6094 2.6848
H -2.0709 3.2325 3.1959
H 0.2682 3.3642 3.2057
H -0.2003 4.1302 1.7797

*two*
22
Properties=species:S:1:pos:R:3 method="wB97M-V/def2-TZVPD" smiles="CCOC(=O)C(F)(F)F.ClCCCl" gap_ev=11.6 total_charge=0
C -0.9680 0.6473 1.1127
C 0.3475 1.0783 0.4142
O 0.0719 2.3519 -0.0310
C 0.3403 2.8017 -1.2630
O 0.9889 2.1539 -2.1149
C -0.1974 4.2598 -1.5989
F 0.8792 5.0783 -1.5664
F -0.5459 4.2238 -2.9589
F -1.1343 4.6447 -0.7643
H -1.2330 1.2832 1.9574
H -0.7535 -0.3009 1.6057
H -1.7426 0.4401 0.3744
H 0.4685 0.3049 -0.3444
H 1.1969 1.2750 1.0684
Cl 0.4430 -3.5278 -1.5489
C 0.8910 -3.5399 0.1336
C -0.3309 -3.9903 0.9370
Cl 0.1496 -4.1789 2.6357
H 1.1013 -2.4984 0.3767
H 1.7327 -4.2325 0.1312
H -0.5596 -5.0017 0.6011
H -1.1458 -3.2726 0.8426

Decreasing stability: *one*, *two*

*one*
77
Properties=species:S:1:pos:R:3 method="wB97M-V/def2-TZVPD" gap_ev=3.1 total_charge=+1
Cu -2.3363 8.8901 0.9340
Cu -5.4976 12.4777 0.7988
Cu -5.1777 9.0160 -3.1516
C -2.7008 12.4811 -2.5908
O -2.4399 12.2914 -3.7916
O -3.1550 11.6528 -1.8638
O -2.3481 13.5258 -2.1182
C 2.8364 13.1311 -3.6706
C 2.7243 14.2795 -2.5696
O 1.8203 14.0948 -1.5045
O 1.7687 13.2272 -4.6414
H 2.8622 12.1395 -3.2188
H 3.7402 13.3285 -4.2470
H 2.5178 15.2386 -3.0445
H 3.7059 14.4467 -2.1262
H 0.9493 13.9587 -1.8845
H 0.9301 13.2107 -4.1746
C -0.1133 8.2523 -6.6243
C 0.4020 6.7664 -6.5916
O -0.3170 5.9956 -7.4537
O -1.3300 8.2540 -5.9937
H -0.2655 8.6159 -7.6405
H 0.6244 8.8283 -6.0656
H 0.4394 6.2470 -5.6340
H 1.4361 6.8296 -6.9303
H -1.2219 6.2740 -7.2950
H -1.5324 9.1589 -5.7450
C -5.0286 12.5477 -8.9390
C -3.9708 11.5221 -8.9207
O -2.8062 12.2042 -8.4171
O -5.6643 12.6551 -7.6275
H -5.7620 12.1906 -9.6620
H -4.6562 13.5201 -9.2610
H -3.6010 11.1007 -9.8554
H -4.1322 10.6112 -8.3442
H -3.0282 12.2992 -7.4880
H -5.2024 13.3003 -7.0872
C -8.3588 13.5704 -2.6678
C -9.0950 12.3051 -2.2493
O -8.2046 11.1849 -2.2452
O -7.3174 13.9829 -1.7996
H -9.0232 14.4321 -2.7331
H -7.9122 13.5010 -3.6596
H -9.8980 12.1325 -2.9658
H -9.5059 12.4211 -1.2464
H -7.9552 10.8697 -1.3734
H -6.6934 14.2277 -2.4868
C -1.7792 12.7108 2.6281
C -2.0405 14.1755 2.7386
O -2.8388 14.7090 1.7828
O -2.9212 11.9859 2.9211
H -1.0830 12.2407 3.3226
H -1.4091 12.6001 1.6088
H -1.1008 14.7024 2.9044
H -2.5855 14.3474 3.6669
H -2.5351 14.5303 0.8898
H -2.7909 11.5358 3.7589
C 1.8911 9.0106 0.0422
C 1.4859 7.9385 -0.9645
O 0.0871 8.1033 -1.2096
O 1.3596 8.9509 1.3645
H 1.6898 9.9824 -0.4087
H 2.9764 9.0776 0.1184
H 1.7028 6.9191 -0.6453
H 1.9019 8.0265 -1.9681
H 0.0855 8.5136 -2.0774
H 1.9076 8.3240 1.8424
C -3.8946 17.6078 -4.9646
C -3.2491 18.2082 -3.7065
O -1.9951 17.5305 -3.3891
O -4.2699 16.2439 -4.8469
H -3.1587 17.6295 -5.7684
H -4.7320 18.2551 -5.2250
H -4.0286 18.1657 -2.9458
H -3.0115 19.2690 -3.7862
H -2.1776 16.6253 -3.1267
H -3.5478 15.6973 -4.5285

*two*
77
Properties=species:S:1:pos:R:3 method="wB97M-V/def2-TZVPD" gap_ev=6.4 total_charge=+1
Cu 13.1854 3.5996 -25.0104
Cu 11.4055 0.4900 -25.4725
Cu 15.7121 1.5936 -21.7603
C 13.0918 1.8219 -22.9280
O 13.6245 2.8842 -22.6504
O 13.4701 0.7870 -22.3757
O 12.1498 1.8275 -23.7769
C 8.7558 1.3386 -22.9945
C 8.9490 2.6160 -23.9638
O 10.0152 3.3326 -23.3940
O 9.7049 0.4136 -22.9217
H 7.8990 0.8440 -23.4519
H 8.5110 1.6689 -21.9850
H 7.9490 3.0496 -23.9744
H 9.2132 2.3132 -24.9770
H 10.7912 2.8344 -23.6611
H 10.5521 0.8651 -22.9276
C 16.8176 -1.8570 -22.4844
C 15.3744 -2.1922 -22.8126
O 14.7801 -1.1363 -23.4987
O 17.5653 -1.6430 -23.6547
H 17.3705 -2.5985 -21.9076
H 16.6212 -0.9519 -21.9096
H 14.7400 -2.1861 -21.9263
H 15.2789 -3.1484 -23.3270
H 14.4105 -0.4890 -22.8937
H 17.7973 -2.4216 -24.1661
C 15.7979 5.3780 -22.1955
C 16.4048 5.1076 -20.8632
O 15.8952 3.8193 -20.3877
O 14.4679 5.6515 -22.1132
H 15.9517 4.5772 -22.9187
H 16.3377 6.2530 -22.5576
H 15.9570 5.8046 -20.1547
H 17.4811 5.2770 -20.8919
H 15.1791 3.9527 -19.7624
H 14.1743 4.7989 -22.4427
C 11.5309 -3.2193 -21.0513
C 11.6307 -1.7000 -21.2216
O 12.8521 -1.0308 -20.7500
O 11.3576 -3.5170 -19.6741
H 12.4469 -3.7010 -21.3934
H 10.7393 -3.6898 -21.6345
H 10.8399 -1.1616 -20.6994
H 11.4950 -1.3832 -22.2557
H 13.0296 -0.3472 -21.4002
H 12.2120 -3.2222 -19.3505
C 16.1453 -0.4778 -18.8176
C 15.4739 0.2064 -17.6367
O 14.1323 -0.3016 -17.5508
O 15.5980 0.0448 -20.0162
H 16.0039 -1.5584 -18.8001
H 17.1983 -0.2692 -18.6289
H 15.5055 1.2958 -17.6547
H 16.0152 -0.2144 -16.7893
H 14.0007 -0.6285 -16.6578
H 14.6908 -0.2551 -19.9228
C 10.8660 -3.7440 -25.4253
C 12.2004 -3.1035 -24.9449
O 11.9815 -1.7218 -24.6870
O 9.9478 -3.8630 -24.3823
H 10.9288 -4.7871 -25.7350
H 10.6473 -3.2066 -26.3481
H 12.9892 -3.2252 -25.6872
H 12.4945 -3.5510 -23.9955
H 12.6729 -1.2794 -24.1893
H 9.9317 -2.9378 -24.1266
C 12.4162 2.8964 -19.5723
C 12.7951 4.3003 -19.0091
O 14.0162 4.0057 -18.3577
O 11.8558 2.0483 -18.6849
H 13.3635 2.5363 -19.9736
H 11.6745 2.9784 -20.3669
H 12.1049 4.8047 -18.3328
H 13.1176 5.0669 -19.7137
H 13.9654 3.4381 -17.5851
H 12.5671 1.4239 -18.5243

Decreasing stability: *two*, *one*

*one*
60
Properties=species:S:1:pos:R:3 method="wB97M-V/def2-TZVPD" gap_ev=8.7 total_charge=0
C 3.3692 -0.4888 -0.7685
O 3.6837 0.5316 -1.7359
C 1.8133 -0.3246 -0.5463
C 1.5525 1.0767 0.1573
C 0.8839 2.0280 -0.7599
C -0.3172 2.5631 -0.5534
N 1.2934 -1.3670 0.3100
H 3.9391 -0.3345 0.1863
H 3.6445 -1.4941 -1.1282
H 3.6015 1.4769 -1.4701
H 1.3596 -0.3690 -1.5518
H 0.8890 0.8624 1.0079
H 2.4675 1.3770 0.6462
H 1.3240 2.1513 -1.7110
H -0.7497 3.1014 -1.3759
H -0.9771 2.2448 0.2127
H 1.3302 -2.3215 0.0045
H 1.4443 -1.1856 1.2970
H -1.4004 -3.2419 -2.4525
H -1.5852 -1.8383 -2.8548
O -0.9857 -2.5798 -3.0409
H -4.1264 -1.5801 0.9860
H -2.5831 -1.3900 1.0160
O -3.4526 -1.1410 1.5435
H 2.2845 4.1525 -1.7455
H 2.7324 3.8365 -0.2573
O 3.0094 4.0929 -1.1324
H -0.5325 -1.1738 3.6739
H 0.6651 -0.2400 3.7155
O 0.3601 -1.0653 3.3034
H -0.9706 3.1665 2.7924
H -1.8196 2.0642 2.3194
O -1.6198 2.5518 3.1638
H -1.7661 -1.2566 -0.8295
H -0.8121 -1.8599 0.1229
O -1.7019 -2.0342 -0.2368
H -1.2363 0.2096 -2.5138
H -2.7146 0.4180 -1.8233
O -2.0318 -0.1963 -2.1091
H 1.1955 2.0379 3.2430
H -0.0818 1.8297 3.8256
O 0.8167 1.4893 3.9611
H -3.4613 1.8698 2.3516
H -3.4910 0.3316 1.7972
O -3.2136 1.3064 1.6233
H -2.1771 -0.2128 4.9232
H -2.1564 -1.0462 3.5748
O -2.2960 -1.0845 4.5272
H 1.5536 0.8552 -3.1913
H 3.0607 1.1973 -3.6910
O 2.1436 1.0484 -3.9096
H 2.3812 -2.8365 -3.2585
H 0.8066 -3.1837 -3.6070
O 1.6224 -3.3986 -3.1800
H 1.4655 -5.0059 -0.7160
H 1.0287 -3.7719 -1.4902
O 1.1702 -4.0922 -0.5790
H -3.1347 1.7201 0.1267
H -4.5036 1.9067 -0.6524
O -3.5834 1.7256 -0.8245

*two*
60
Properties=species:S:1:pos:R:3 method="wB97M-V/def2-TZVPD" gap_ev=8.9 total_charge=0
O -0.2755 1.2405 1.6682
C 0.4430 1.2302 0.6844
C 1.7219 0.5399 0.6281
C 2.5169 0.6492 -0.7375
C 3.5419 -0.5392 -0.9035
C 2.7904 -2.7138 -1.4827
N 2.9245 -1.3987 -2.0311
H 0.0599 1.7476 -0.1927
H 2.4423 0.9400 1.4670
H 1.4535 -0.5403 0.9032
H 3.0276 1.6224 -0.7642
H 1.8218 0.6104 -1.5867
H 4.4978 -0.2569 -1.4482
H 3.5006 -1.0587 0.1182
H 2.7328 -3.5487 -2.2666
H 3.7476 -3.1651 -1.0950
H 2.0647 -2.7799 -0.6534
H 2.0944 -0.9286 -2.3490
H -2.1078 -1.3238 2.4519
H -1.0151 -0.3330 2.1070
O -1.2121 -1.2951 2.0908
H -2.4823 -3.3835 -1.7537
H -3.1978 -2.1396 -2.5250
O -3.3162 -2.9332 -1.9996
H 3.2241 3.6121 2.2067
H 3.9581 2.3263 1.9442
O 3.5671 3.0588 1.4860
H -1.4060 3.7618 -3.4575
H -1.1880 4.1099 -2.0303
O -0.9770 4.4269 -2.9196
H -4.5302 -0.2294 3.0871
H -4.3967 -1.5066 2.1183
O -4.0210 -1.0330 2.8736
H 0.5513 -3.8545 1.4318
H 1.4114 -4.5229 0.3331
O 1.4537 -3.9372 1.1304
H 3.3025 1.6093 4.0183
H 3.3357 0.0673 4.0909
O 3.6309 0.8338 3.5327
H -2.1173 -0.0356 -3.7213
H -0.8090 -0.7166 -3.8323
O -1.7414 -0.8394 -4.0657
H 1.5342 0.0940 -4.5361
H 0.7036 1.1643 -3.8740
O 0.8384 0.2118 -3.9042
H 0.8289 0.5220 3.6874
H -0.0267 0.7323 4.8948
O 0.8859 0.5394 4.6361
H -0.9366 -1.2289 0.2832
H 0.0670 -0.8837 -0.9379
O -0.7890 -0.7147 -0.5332
H -3.3819 0.6899 -2.2066
H -2.4248 0.7753 -1.0161
O -2.8306 1.3168 -1.7095
H -3.9884 1.5543 -0.4391
H -5.3555 1.3954 0.2350
O -4.8636 1.0763 -0.5124
H -4.1518 2.4377 2.0650
H -3.1980 1.1712 2.6010
O -3.9344 1.7732 2.7104

Decreasing stability: *one*, *two*

*one*
12
Properties=species:S:1:pos:R:3 method="wB97M-V/def2-TZVPD" smiles="CN[S@@](=O)(=S)N(Cl)Cl" gap_ev=8.9 total_charge=0
C 0.3214 0.0924 -0.2779
N -0.8141 -0.6510 0.2137
S -2.2786 -0.7730 -0.5509
O -1.9399 -0.5749 -2.0032
S -3.2541 -2.3158 0.0642
N -3.1526 0.7112 -0.1731
Cl -3.4792 1.0026 1.4933
Cl -2.3573 2.0566 -0.9724
H 1.0735 0.2288 0.4151
H 0.6913 -0.3082 -1.1973
H 0.0233 1.1178 -0.6159
H -1.0075 -0.3756 1.1439

*two*
12
Properties=species:S:1:pos:R:3 method="wB97M-V/def2-TZVPD" gap_ev=9.1 total_charge=0
C 1.6976 0.8467 -0.8186
N 1.6137 -0.3751 -0.7109
N -1.5514 -0.4243 -0.4501
O -0.5790 -1.8213 1.3656
S -2.1310 0.3760 2.1070
S -0.5226 -0.4411 0.9819
Cl -1.2607 1.0104 -1.2973
Cl -1.3937 -1.9000 -1.2499
H 1.2206 1.4866 -0.1848
H -1.4950 0.6021 3.2792
H 2.3859 1.4436 -1.5804
H 2.0156 -0.8038 -1.4417

Decreasing stability: *one*, *two*

*one*
57
Properties=species:S:1:pos:R:3 method="wB97M-V/def2-TZVPD" gap_ev=10.3 total_charge=0
O 3.8879 -0.9743 1.3189
H 3.3779 -1.3888 1.9207
H 3.4337 -0.1371 1.4296
O 1.2028 -0.1643 -0.7497
H 0.6324 0.3841 -1.1313
H 1.9596 0.5399 -0.6156
O -0.4889 3.8058 1.6058
H -0.4051 2.9165 1.8587
H -0.5069 4.3494 2.4510
O -1.0668 1.1661 -3.1679
H -1.3155 1.9788 -3.2313
H -1.8253 0.5815 -3.0524
O 1.4051 0.5721 -4.0889
H 2.1446 1.2150 -3.9209
H 0.5023 0.7425 -3.7965
O 0.7255 -0.8116 4.0584
H 0.2629 -1.0458 3.0733
H 0.8146 -1.8045 4.3208
O -0.5235 0.3948 2.0102
H 0.1652 0.3274 1.2037
H -1.1097 0.6618 1.2576
O -0.2854 -2.5021 -0.2640
H -0.1206 -3.3573 -0.8009
H 0.5585 -2.0452 -0.2786
O -2.2028 -3.9640 -2.2006
H -2.3073 -3.2867 -1.4552
H -2.4606 -3.4208 -2.9234
O 2.1540 -3.2679 -1.3482
H 2.3906 -3.2817 -2.1935
H 2.9440 -3.3740 -0.8198
O 2.0376 1.2190 2.8569
H 1.3310 1.7945 2.9155
H 1.7720 0.4767 3.3166
O 3.4460 -0.5057 -2.4488
H 2.9466 -1.3013 -2.4645
H 2.8696 0.1056 -2.8333
O -4.8359 -0.8949 1.2698
H -4.3382 -0.6409 2.0872
H -5.0371 -0.0533 1.0463
O 4.0973 2.7196 -1.4567
H 3.3621 2.9958 -1.7926
H 4.4456 1.9151 -1.9835
O 0.3882 -3.0493 2.6310
H 0.7234 -3.0552 1.8054
H -0.0386 -3.9753 2.7393
O -3.6661 0.8695 -2.2213
H -4.1662 1.7280 -2.3564
H -4.1467 0.2257 -1.6533
O -1.1639 4.8844 -0.9024
H -0.1784 4.8245 -0.9854
H -1.3441 4.7496 0.0577
O -3.0294 -1.0567 3.6536
H -2.4998 -0.9445 4.4281
H -2.6217 -1.1252 2.8258
O -1.8229 1.3290 -0.4318
H -2.5297 1.1412 -1.0222
H -1.7561 2.4284 -0.4206

*two*
57
Properties=species:S:1:pos:R:3 method="wB97M-V/def2-TZVPD" gap_ev=9.7 total_charge=0
O 2.8297 1.6795 3.6253
H 3.2439 1.6279 4.4867
H 1.9435 1.3458 3.7648
O -3.0629 -1.9908 2.4311
H -2.3951 -2.6012 2.7438
H -2.6781 -1.5939 1.6497
O -2.4568 1.1071 0.6147
H -2.0026 0.5409 -0.0094
H -3.2674 1.3536 0.1692
O -4.0890 1.3136 -1.7239
H -4.0857 0.5566 -2.3097
H -3.5756 1.9766 -2.1856
O -1.5662 -3.9503 0.0362
H -0.7401 -4.3002 0.3699
H -1.5616 -4.1712 -0.8952
O -0.0504 -0.3952 -0.0988
H 0.4313 0.4177 0.0540
H -0.2944 -0.6977 0.7759
O 2.1586 5.2149 0.2023
H 2.2153 5.3729 1.1447
H 2.9216 4.6722 0.0036
O 0.0900 -2.2970 -2.3264
H 0.8406 -2.8890 -2.2789
H 0.1855 -1.7268 -1.5635
O 4.4841 3.6260 0.9240
H 4.9111 3.1548 0.2086
H 4.2192 2.9412 1.5381
O 2.4359 -3.6522 -1.6181
H 2.7564 -4.4401 -2.0571
H 3.2285 -3.1774 -1.3684
O -2.3669 -2.7363 -3.7088
H -1.4862 -2.7706 -3.3352
H -2.5163 -3.6172 -4.0522
O -2.2482 2.2471 3.3272
H -2.0312 1.5054 2.7623
H -2.8682 2.7658 2.8146
O 1.3994 1.7529 0.8297
H 1.2618 2.6957 0.9209
H 2.1528 1.5651 1.3896
O -3.3121 -1.7558 5.5771
H -2.5512 -1.3466 5.1649
H -4.0626 -1.4035 5.0987
O 2.5245 1.0933 -4.1759
H 2.3741 1.8359 -3.5910
H 2.2697 1.4138 -5.0411
O -0.8868 0.4121 -3.3196
H -0.2589 -0.2476 -3.0252
H -0.9374 0.2891 -4.2676
O -2.4900 2.6729 -3.2535
H -2.6458 2.6356 -4.1973
H -1.7874 2.0410 -3.1012
O -1.1819 -3.4612 3.5014
H -0.6624 -3.2557 4.2787
H -1.3671 -4.3972 3.5771
O 5.7739 0.0503 -0.0783
H 4.8912 0.2065 0.2574
H 5.9439 0.7910 -0.6603

Decreasing stability: *two*, *one*